(1)
C46H48BrClN5S2Tl | wB97M-V/def2-TZVPD

Output
- Multiplicity: 1
- Gap between HOMO and LUMO (alpha / beta): 0.1747 / 0.1782 hartree
- E_HOMO (alpha / beta): -1.196 / -1.137 eV
- Net charge: -2
- Energy above the lowest of the compared OMol25 structures with the same formula, charge and spin: 11.48 kcal/mol
- Molecular weight: 1054.8 g/mol

Cartesian coordinates (Å):
Tl 0.705 0.100 0.621
S 1.237 0.165 3.595
C 2.542 -0.959 3.541
C 2.627 -1.904 4.561
C 3.650 -2.846 4.627
C 3.678 -3.765 5.683
N 3.670 -4.498 6.573
C 4.646 -2.840 3.623
C 4.577 -1.885 2.611
C 3.557 -0.938 2.537
S 3.652 0.233 1.275
C 5.702 -3.759 3.627
N 6.592 -4.490 3.600
H 1.878 -1.891 5.341
H 5.346 -1.861 1.850
C 1.474 3.944 -2.541
C 2.586 2.895 -2.599
C 3.046 2.441 -1.219
C 2.166 1.704 -3.431
C 2.932 1.444 -4.554
C 2.648 0.400 -5.412
C 1.561 -0.398 -5.130
C 0.749 -0.175 -4.028
C -0.380 -1.167 -3.829
C 0.142 -2.609 -3.872
C -1.463 -0.999 -4.899
C 1.036 0.893 -3.134
N 0.284 1.132 -1.996
C -1.038 1.207 -2.100
C -1.991 1.164 -1.081
N -1.791 1.046 0.229
C -2.880 0.819 1.046
C -2.990 1.558 2.248
C -4.143 1.483 3.006
C -5.192 0.660 2.642
C -5.045 -0.150 1.534
C -3.902 -0.115 0.751
C -3.743 -1.192 -0.298
C -4.816 -1.151 -1.388
C -3.757 -2.559 0.393
C -1.882 2.479 2.688
C -1.497 2.280 4.152
C -2.283 3.936 2.440
H 1.794 4.803 -1.951
H 0.585 3.520 -2.088
H 1.236 4.288 -3.549
H 3.443 3.371 -3.101
H 2.266 1.855 -0.740
H 3.289 3.295 -0.587
H 3.929 1.811 -1.298
H 3.787 2.075 -4.767
H 3.262 0.210 -6.283
H 1.342 -1.233 -5.781
H -0.837 -0.989 -2.853
H 0.322 -2.930 -4.896
H -0.579 -3.292 -3.428
H 1.069 -2.698 -3.312
H -1.044 -1.149 -5.893
H -1.902 -0.004 -4.864
H -2.257 -1.728 -4.745
H -1.470 1.331 -3.101
H -3.027 1.247 -1.429
H -4.229 2.084 3.899
H -6.095 0.625 3.235
H -5.836 -0.844 1.280
H -2.769 -1.074 -0.780
H -5.815 -1.263 -0.968
H -4.646 -1.968 -2.088
H -4.776 -0.210 -1.935
H -4.690 -2.724 0.929
H -2.937 -2.632 1.103
H -3.653 -3.349 -0.347
H -1.006 2.235 2.088
H -2.327 2.490 4.825
H -0.671 2.946 4.400
H -1.155 1.262 4.316
H -3.166 4.188 3.026
H -2.513 4.091 1.387
H -1.475 4.608 2.730
Br 3.250 5.782 2.622
C 1.846 4.928 1.659
C 0.902 5.713 1.014
C -0.075 5.061 0.283
C -0.080 3.676 0.265
N 0.821 2.945 0.904
C 1.783 3.546 1.581
H 0.937 6.792 1.075
H -0.818 5.623 -0.265
H -0.833 3.114 -0.266
H 2.510 2.903 2.055
Cl 0.603 -7.873 1.626
C 0.592 -6.243 1.006
C 1.770 -5.506 0.987
C 1.772 -4.248 0.448
C 0.599 -3.670 -0.101
C 0.616 -2.420 -0.716
C -0.587 -4.447 -0.027
C -0.590 -5.709 0.508
H 2.678 -5.929 1.389
H 2.684 -3.667 0.428
H -0.277 -2.103 -1.224
H 1.554 -2.013 -1.065
H -1.500 -4.038 -0.438
H -1.496 -6.299 0.532



(2)
C17H7Br5Cl2N2O3S4W | wB97M-V/def2-TZVPD

Output
- Multiplicity: 1
- Gap between HOMO and LUMO: 0.2403 hartree
- E_HOMO: -8.348 eV
- Energy above the lowest of the compared OMol25 structures with the same formula, charge and spin: 0.00 kcal/mol
- Molecular weight: 1069.8 g/mol

Cartesian coordinates (Å):
W -0.153 0.109 0.180
S -0.963 -1.897 1.392
S -0.005 -3.349 0.372
S -0.355 -2.774 -1.658
S 1.410 -3.228 -2.379
O 5.218 0.876 -1.174
C 4.055 0.321 -0.799
C 4.000 -1.001 -0.311
C 2.804 -1.555 0.053
N 1.715 -0.784 -0.079
C 1.761 0.452 -0.474
Br -0.610 1.943 -1.492
C 2.906 1.094 -0.888
H 5.947 0.254 -1.063
H 4.911 -1.583 -0.244
H 2.675 -2.565 0.407
H 2.924 2.117 -1.231
Br 0.668 1.651 6.998
C 0.032 1.536 5.230
C -1.212 2.098 4.893
Br -2.259 2.952 6.201
C -1.691 2.026 3.587
Br -3.336 2.725 3.032
C -0.899 1.381 2.652
O -1.182 1.227 1.350
C 0.335 0.825 2.970
O 0.935 0.292 1.930
C 0.812 0.895 4.274
Br 2.484 0.126 4.633
Cl -3.264 -0.142 -0.219
C -3.035 -0.469 -1.900
C -4.094 -0.292 -2.765
C -3.872 -0.371 -4.129
C -2.596 -0.567 -4.615
C -1.543 -0.748 -3.732
Cl 0.057 -0.847 -4.364
C -1.742 -0.770 -2.345
N -0.676 -1.082 -1.431
H -5.073 -0.065 -2.368
H -4.696 -0.240 -4.817
H -2.395 -0.570 -5.677



(3)
C36H41CoN5Se | wB97M-V/def2-TZVPD

Output
- Multiplicity: 5
- Expectation value of S²: 6.0572
- Gap between HOMO and LUMO (alpha / beta): 0.0936 / 0.2454 hartree
- E_HOMO (alpha / beta): -0.015 / -4.166 eV
- Net charge: -1
- Energy above the lowest of the compared OMol25 structures with the same formula, charge and spin: 44.92 kcal/mol
- Molecular weight: 681.7 g/mol

Cartesian coordinates (Å):
Co -0.677 -0.771 -0.279
N -0.540 4.222 -0.043
N -1.113 1.750 -1.064
C -0.810 -2.385 -1.502
C -2.044 -2.018 -0.876
C -1.848 -2.088 0.550
C -2.934 -2.075 1.570
H -3.893 -2.322 1.093
H -3.029 -1.081 2.028
H -2.734 -2.811 2.363
C -0.451 -2.362 0.794
C 0.183 -2.689 2.104
H 0.336 -3.777 2.208
H -0.446 -2.350 2.937
H 1.165 -2.204 2.186
C 0.194 -2.511 -0.490
C 1.602 -2.928 -0.732
H 2.212 -2.765 0.164
H 2.042 -2.343 -1.552
H 1.654 -3.991 -1.010
C -3.352 -1.797 -1.560
H -3.953 -2.717 -1.604
H -3.200 -1.443 -2.586
H -3.936 -1.039 -1.025
C -0.612 -2.757 -2.929
H 0.311 -2.306 -3.315
H -1.446 -2.411 -3.550
H -0.525 -3.849 -3.052
C -0.188 5.440 0.366
H 0.246 6.106 -0.384
C -0.360 5.853 1.695
H -0.051 6.857 1.985
C -0.962 4.969 2.600
H -1.170 5.268 3.626
C -1.301 3.690 2.160
H -1.755 2.941 2.809
C -1.037 3.337 0.821
C -1.282 1.916 0.364
H -2.260 1.562 0.717
C -0.504 0.637 -1.520
C -1.406 2.628 -2.094
H -1.850 3.584 -1.910
C -0.874 2.100 -3.212
H -0.794 2.508 -4.203
N -0.278 0.888 -2.848
C 0.671 0.194 -3.656
C 0.310 -0.198 -4.955
C 1.259 -0.869 -5.738
H 0.984 -1.178 -6.748
C 2.537 -1.146 -5.249
C 3.562 -1.841 -6.096
H 4.180 -2.510 -5.484
H 4.243 -1.125 -6.578
H 3.081 -2.426 -6.887
C 2.878 -0.728 -3.960
H 3.886 -0.919 -3.585
C 1.967 -0.038 -3.153
C 2.419 0.519 -1.842
H 2.284 1.607 -1.783
H 3.485 0.304 -1.694
H 1.880 0.067 -0.995
C -1.076 0.022 -5.470
H -1.286 1.080 -5.671
H -1.850 -0.353 -4.784
H -1.182 -0.522 -6.415
C -1.836 0.265 4.037
N -0.399 0.481 4.152
C 0.483 0.618 3.123
Se 0.180 0.738 1.229
N 1.711 0.724 3.702
C 1.630 0.583 5.092
C 2.622 0.389 6.044
C 2.199 0.040 7.337
C 0.830 -0.129 7.633
C -0.155 0.055 6.646
C 0.290 0.424 5.379
H -2.073 -0.810 4.039
H -2.199 0.719 3.106
H -2.327 0.736 4.897
H 2.567 0.840 3.170
H 3.666 0.515 5.759
H 2.932 -0.111 8.131
H 0.539 -0.411 8.646
H -1.223 -0.076 6.824



(4)
C7H9NO3 | wB97M-V/def2-TZVPD

Output
- Multiplicity: 1
- Gap between HOMO and LUMO: 0.3259 hartree
- E_HOMO: -8.215 eV
- Energy above the lowest of the compared OMol25 structures with the same formula, charge and spin: 102.67 kcal/mol
- Molecular weight: 155.2 g/mol

Cartesian coordinates (Å):
C -0.291 0.177 0.157
C 0.195 -1.097 -0.061
C -0.134 1.241 1.103
C -1.363 -0.151 -0.909
C 1.355 -2.058 -0.085
C 1.204 -2.546 -1.571
C -0.820 3.362 1.660
N -0.797 -1.547 -0.926
O 0.530 1.261 2.121
O -0.204 -2.336 -1.889
O -0.908 2.277 0.744
H -2.384 -0.021 -0.477
H -1.202 0.300 -1.837
H 2.272 -1.500 -0.007
H 1.358 -2.847 0.604
H 1.625 -1.781 -2.301
H 1.473 -3.506 -1.787
H -1.037 2.934 2.599
H -1.187 4.248 1.146
H 0.314 3.590 1.718



(5)
C5H4N2 | wB97M-V/def2-TZVPD

Output
- Multiplicity: 1
- Gap between HOMO and LUMO: 0.3699 hartree
- E_HOMO: -9.141 eV
- SMILES: C#Cc1cn[nH]c1
- Energy above the lowest of the compared OMol25 structures with the same formula, charge and spin: 97.81 kcal/mol
- Molecular weight: 92.1 g/mol

Cartesian coordinates (Å):
C -1.647 1.515 1.634
C -1.102 0.685 0.951
C -0.417 -0.225 0.069
C -0.425 -0.656 -1.299
N 0.799 -0.839 -1.743
N 1.677 -0.644 -0.771
C 0.845 -0.223 0.557
H -2.123 2.294 2.188
H -1.256 -0.848 -1.963
H 2.609 -0.660 -1.259
H 1.041 -0.398 1.637



Which F_max belongs to each record? In order, 1.31; 0.86; 3.16; 5.45; 5.11 eV/Å.